(1)
The following is a DFT calculation (ωB97M-V with the def2-TZVPD basis set) of C8H9BO4 in the gas phase in a non-equilibrium geometry.

Properties
* HOMO level: -10.4 eV
* molecular weight: 180.0 g mol⁻¹
* E_LUMO: -2.19 eV
* orbital gap: 8.16 eV
* DFT total energy: -635.86211 a.u.

Atoms and positions in Å:
C (-0.4999, 2.7118, -1.2600)
C (-0.2814, 1.2377, -1.9432)
O (-1.4419, 0.3365, -1.8703)
B (-1.6745, -0.1744, -0.5052)
O (-3.0216, -0.1192, 0.0964)
C (-0.4611, -0.8699, 0.3753)
C (0.2229, -2.0545, -0.2835)
C (1.4799, -2.7666, 0.5204)
O (1.9180, -4.0121, 0.2216)
C (2.1951, -1.8209, 1.6972)
C (1.5178, -0.6554, 2.3511)
C (-0.0198, -0.2610, 1.8489)
O (-0.8557, 0.5352, 2.5569)
H (-0.1893, 3.5365, -2.0638)
H (0.2599, 2.8780, -0.3547)
H (-1.5970, 2.9181, -0.9093)
H (0.7187, 0.7976, -1.5246)
H (-0.0897, 1.4361, -3.1046)
H (-3.3133, 0.8260, 0.2785)
H (-0.1637, -2.4090, -1.3528)
H (3.3031, -2.0758, 2.0334)
H (1.9934, 0.0054, 3.1923)


(2)
The following is a DFT calculation (ωB97M-V with the def2-TZVPD basis set) of 2 unconnected molecules or ions with the total composition C3H12N3O in a non-equilibrium geometry.

Properties
* HOMO level: -14.2 eV
* molecular weight: 106.1 g mol⁻¹
* E_LUMO: -3.27 eV
* charge: +1
* orbital gap: 10.92 eV
* DFT total energy: -360.73674 a.u.

Atoms and positions in Å:
O (0.3594, 3.4290, -0.7357)
C (1.3648, 2.7435, -0.5807)
C (1.4075, 1.2534, -0.7274)
N (0.0751, 0.6460, -0.8928)
H (2.3267, 3.1908, -0.1886)
H (2.0077, 0.9896, -1.5897)
H (1.8866, 0.8470, 0.1844)
H (-0.0639, 0.4023, -1.8325)
H (0.0488, -0.3291, -0.1605)
H (-0.6213, 1.3316, -0.5530)
N (-2.3073, -1.2841, 0.5000)
C (-1.1416, -2.1068, 0.7783)
N (0.1853, -1.3058, 0.8496)
H (-2.1053, -0.3381, 0.8792)
H (-2.4029, -1.0938, -0.4909)
H (-1.2177, -2.4679, 1.8785)
H (-1.0820, -2.9528, 0.0961)
H (0.9623, -1.9598, 0.7590)
H (0.3176, -0.9951, 1.8267)


(3)
The following is a DFT calculation (ωB97M-V with the def2-TZVPD basis set) of a molecular structure, C51H131CuN9O17 in a non-equilibrium geometry.

Properties
* HOMO level (alpha / beta): -11.2 / -11.2 eV
* molecular weight: 1206.2 g mol⁻¹
* E_LUMO (alpha / beta): -3.91 / -8.53 eV
* charge: +2
* orbital gap (alpha / beta): 7.25 / 2.64 eV
* 2S+1: 2
* DFT total energy: -5432.84220 a.u.

Atoms and positions in Å:
N (0.7893, -5.2340, 1.4125)
H (1.5651, -5.5293, 1.9878)
H (0.9484, -5.8622, 0.6378)
H (0.9745, -4.2753, 1.1546)
H (-0.1124, -5.3433, 1.8542)
Cu (2.0805, -2.9635, -2.2006)
C (-0.0739, -0.3592, 0.4651)
C (-0.3431, -1.6170, -0.2608)
C (-0.9028, -1.2148, -1.6472)
O (0.6454, -2.6245, -0.1830)
H (0.8509, 0.0025, 0.0156)
H (0.1130, -0.4758, 1.5326)
H (-0.8919, 0.3511, 0.5849)
H (-1.2183, -2.0295, 0.2411)
H (-1.6080, -0.3837, -1.6522)
H (-1.2869, -2.0659, -2.2093)
H (-0.0722, -0.7859, -2.2078)
C (5.0993, -2.4004, -2.7369)
O (3.7556, -2.3331, -3.3447)
C (3.7169, -2.7813, -4.6659)
C (2.4122, -2.1724, -5.3017)
N (1.2275, -2.7621, -4.7042)
C (-0.0683, -2.3471, -5.2640)
C (-1.1408, -3.3880, -4.9950)
O (-2.4388, -2.9949, -5.4908)
C (-3.4024, -4.0706, -5.5752)
H (5.5984, -3.3607, -2.6071)
H (4.8774, -1.8907, -1.7993)
H (5.7963, -1.7764, -3.2962)
H (3.9472, -3.8233, -4.8881)
H (4.3571, -2.1466, -5.2786)
H (2.3606, -2.2620, -6.3868)
H (2.4320, -1.0916, -5.1618)
H (1.2632, -3.7125, -5.0441)
H (-0.1056, -2.1564, -6.3366)
H (-0.4034, -1.3674, -4.9235)
H (-1.3419, -3.6920, -3.9677)
H (-0.8768, -4.2482, -5.6101)
H (-4.4187, -3.8749, -5.9171)
H (-3.4368, -4.5564, -4.6000)
H (-2.8973, -4.8113, -6.1951)
C (3.4367, 0.7910, -1.1538)
O (4.7650, 0.6695, -1.5617)
C (5.0996, 1.7279, -2.3436)
C (6.4668, 1.3998, -2.9084)
N (7.6057, 1.8258, -2.0502)
C (8.6299, 2.6449, -2.6856)
C (8.1429, 3.8817, -3.4843)
O (7.9301, 3.5547, -4.8341)
C (8.0461, 4.6723, -5.6760)
H (3.1421, -0.0824, -0.5721)
H (2.8162, 0.9266, -2.0397)
H (3.2145, 1.7139, -0.6180)
H (5.1545, 2.6624, -1.7852)
H (4.5350, 1.9286, -3.2541)
H (6.4188, 1.8839, -3.8839)
H (6.5525, 0.3227, -3.0518)
H (7.2433, 2.3469, -1.2645)
H (9.3029, 2.0146, -3.2668)
H (9.2880, 3.0558, -1.9199)
H (8.9469, 4.5990, -3.3194)
H (7.2587, 4.4655, -3.2283)
H (8.0309, 5.6378, -5.1706)
H (7.2618, 4.6084, -6.4303)
H (8.9309, 4.5972, -6.3082)
C (-4.2839, -1.4108, 0.8662)
O (-4.5850, 0.0338, 0.8313)
C (-5.7900, 0.2238, 0.2717)
C (-6.2567, 1.7320, 0.4069)
N (-5.6796, 2.6707, -0.6374)
C (-6.1985, 4.1017, -0.5133)
C (-6.5744, 4.6060, -1.9233)
O (-7.2901, 5.8824, -1.8287)
C (-8.1646, 6.1785, -2.8837)
H (-4.6110, -2.0366, 0.0358)
H (-4.6956, -1.8505, 1.7746)
H (-3.1971, -1.4933, 0.8798)
H (-6.4215, -0.3386, 0.9595)
H (-6.0366, -0.1767, -0.7116)
H (-6.0726, 2.2465, 1.3500)
H (-7.3347, 1.7058, 0.5660)
H (-4.7289, 2.8777, -0.3665)
H (-5.3891, 4.7896, -0.2687)
H (-6.9806, 4.2487, 0.2316)
H (-6.9316, 3.7560, -2.5047)
H (-5.6901, 4.9150, -2.4806)
H (-8.8059, 7.0360, -2.6800)
H (-8.7250, 5.2704, -3.1061)
H (-7.4789, 6.4290, -3.6932)
C (2.7892, -2.9807, 3.0133)
O (2.8670, -4.3890, 2.9036)
C (3.2979, -5.0076, 4.1118)
C (3.3612, -6.5649, 3.8070)
N (2.1009, -7.1013, 3.2801)
C (2.1011, -8.4877, 2.7326)
C (0.6724, -9.1033, 2.8333)
O (0.0905, -9.2385, 4.2324)
C (0.9286, -9.9935, 4.9840)
H (3.7587, -2.6488, 2.6420)
H (2.7421, -2.7478, 4.0771)
H (1.8774, -2.6278, 2.5314)
H (2.5639, -4.8619, 4.9043)
H (4.3513, -4.7868, 4.2842)
H (3.9728, -7.1322, 4.5086)
H (3.9797, -6.6897, 2.9182)
H (1.4235, -7.1981, 4.0229)
H (2.7086, -9.2172, 3.2682)
H (2.4709, -8.4553, 1.7078)
H (0.5810, -10.0205, 2.2515)
H (-0.0523, -8.3863, 2.4476)
H (0.4062, -10.1497, 5.9278)
H (1.8396, -9.4123, 5.1272)
H (1.1981, -10.9548, 4.5465)
C (-2.9415, 0.7517, 4.7024)
O (-3.3430, 1.9991, 4.3387)
C (-3.3446, 2.3310, 3.0014)
C (-3.6324, 3.8879, 2.9533)
N (-2.6145, 4.5110, 3.8244)
C (-2.9435, 5.9973, 4.0661)
C (-3.3075, 6.7238, 2.8084)
O (-4.5977, 6.4635, 2.3398)
C (-4.9060, 7.2889, 1.1926)
H (-3.5207, -0.0047, 4.1729)
H (-3.1227, 0.5853, 5.7643)
H (-1.8992, 0.7413, 4.3836)
H (-4.1273, 1.6787, 2.6142)
H (-2.4232, 1.9329, 2.5763)
H (-4.5641, 4.1325, 3.4633)
H (-3.5000, 4.2551, 1.9355)
H (-2.6206, 3.7791, 4.5204)
H (-2.0328, 6.4847, 4.4142)
H (-3.7380, 6.2205, 4.7782)
H (-2.6598, 6.5624, 1.9466)
H (-3.2588, 7.7965, 2.9955)
H (-5.7949, 6.7720, 0.8310)
H (-4.1638, 7.2041, 0.3988)
H (-5.1043, 8.3603, 1.1637)
C (3.3838, 7.3797, 1.7513)
O (3.3001, 6.4991, 2.8237)
C (3.8069, 5.1894, 2.7087)
C (3.2670, 4.4577, 1.4531)
N (1.8657, 4.6419, 1.2489)
C (0.9452, 3.8836, 2.1048)
C (1.1344, 2.3322, 2.0329)
O (2.2780, 1.8206, 2.8091)
C (2.3093, 0.4041, 2.7645)
H (2.4513, 7.3722, 1.1869)
H (4.1743, 7.2974, 1.0053)
H (3.3913, 8.3652, 2.2169)
H (3.6549, 4.5667, 3.5904)
H (4.8940, 5.1352, 2.6508)
H (3.5720, 3.4163, 1.3505)
H (3.7681, 5.0048, 0.6546)
H (1.7344, 5.5745, 1.6139)
H (-0.0031, 4.0945, 1.6104)
H (0.9450, 4.1375, 3.1648)
H (1.4210, 2.2848, 0.9823)
H (0.1676, 1.8375, 2.1263)
H (2.4143, 0.1359, 1.7133)
H (1.4265, -0.0016, 3.2587)
H (3.0703, 0.0261, 3.4472)
C (-2.2816, 1.9909, -0.8623)
O (-3.1248, 2.8543, -1.6769)
C (-3.2108, 2.5537, -3.0762)
C (-1.8262, 2.2767, -3.7790)
N (-0.9549, 3.4468, -3.7404)
C (0.1622, 3.3514, -4.7078)
C (1.2609, 2.3484, -4.2970)
O (2.1135, 3.0563, -3.3505)
C (1.5339, 3.2519, -2.0617)
H (-1.2767, 2.0022, -1.2845)
H (-2.7727, 1.0398, -0.6570)
H (-2.3317, 2.5683, 0.0608)
H (-3.8000, 3.4074, -3.4111)
H (-3.8821, 1.7012, -3.1790)
H (-2.0867, 1.9932, -4.7987)
H (-1.3364, 1.3944, -3.3671)
H (-1.4892, 4.2918, -3.8844)
H (0.6596, 4.3155, -4.8133)
H (-0.2214, 3.0721, -5.6891)
H (1.9317, 2.0434, -5.1001)
H (0.9143, 1.4435, -3.7979)
H (1.1773, 2.3467, -1.5703)
H (0.7355, 3.9621, -1.8465)
H (2.2935, 3.6719, -1.4023)
C (-0.5360, -3.0199, 5.8255)
O (-1.4082, -3.7145, 5.0415)
C (-1.4604, -3.2016, 3.7687)
C (-2.3293, -4.0062, 2.8128)
N (-1.8724, -5.4098, 2.9566)
C (-2.9094, -6.3323, 2.4952)
C (-2.8643, -6.6555, 1.0367)
O (-3.2857, -5.5420, 0.2550)
C (-2.1668, -4.9094, -0.5107)
H (-0.5322, -1.9631, 5.5584)
H (0.4625, -3.3959, 5.6022)
H (-0.6277, -3.1230, 6.9067)
H (-0.4398, -3.1722, 3.3871)
H (-1.8320, -2.1823, 3.6633)
H (-2.3432, -3.6379, 1.7870)
H (-3.3687, -3.7824, 3.0531)
H (-1.6241, -5.6646, 3.9019)
H (-3.8986, -5.8986, 2.6422)
H (-2.9704, -7.2756, 3.0379)
H (-3.7184, -7.3146, 0.8814)
H (-1.9925, -7.1921, 0.6622)
H (-1.2552, -4.6746, 0.0387)
H (-2.5729, -3.9264, -0.7494)
H (-1.9512, -5.3595, -1.4798)


(4)
The following is a DFT calculation (ωB97M-V with the def2-TZVPD basis set) of a gas-phase ion, C22H34N2O (charge +2) in a non-equilibrium geometry.

Properties
* HOMO level: -14.4 eV
* molecular weight: 342.5 g mol⁻¹
* E_LUMO: -8.14 eV
* charge: +2
* orbital gap: 6.31 eV
* DFT total energy: -1042.53556 a.u.

Atoms and positions in Å:
C (-5.6249, -2.9533, -0.5936)
C (-4.2960, -2.0297, -0.7378)
C (-3.1012, -2.5974, 0.2065)
C (-2.3459, -3.8818, -0.4640)
C (-0.7285, -3.6887, -0.4427)
C (0.0202, -5.0995, -0.5962)
C (1.6108, -4.9928, -0.7727)
C (2.3916, -4.6919, 0.6299)
C (2.8567, -3.1510, 0.5679)
C (2.8283, -2.4158, 2.0291)
N (2.3895, -0.9844, 1.7414)
C (0.9859, -0.6838, 1.8424)
C (0.4718, 0.7638, 1.5151)
C (1.5509, 1.7915, 1.0985)
C (1.1683, 3.2866, 0.6931)
C (2.1577, 4.4850, 0.6622)
C (1.5652, 5.8527, 0.1853)
N (0.1988, 6.0361, -0.2141)
C (-0.3660, 7.3555, -0.7196)
C (-0.3127, 7.2412, -2.3444)
O (0.5456, 8.2343, -2.9463)
C (-0.7510, 4.9380, -0.1571)
C (-0.3426, 3.5169, 0.2891)
C (3.0752, 1.4152, 1.0433)
C (3.4274, -0.0546, 1.3932)
H (-5.7245, -3.6020, -1.5346)
H (-5.4730, -3.6556, 0.3062)
H (-6.5653, -2.3197, -0.3978)
H (-4.5521, -0.9751, -0.3726)
H (-3.9398, -1.9538, -1.8312)
H (-2.2867, -1.7901, 0.3193)
H (-3.5885, -2.8706, 1.2175)
H (-2.7555, -4.0040, -1.5311)
H (-2.6572, -4.8160, 0.1434)
H (-0.5011, -3.2477, 0.6059)
H (-0.4470, -2.9106, -1.2349)
H (-0.4519, -5.6443, -1.4874)
H (-0.1843, -5.7331, 0.3416)
H (2.0569, -5.9765, -1.1795)
H (1.9310, -4.1841, -1.5379)
H (3.2789, -5.4199, 0.7702)
H (1.6763, -4.9109, 1.5152)
H (3.8967, -3.0209, 0.0790)
H (2.0958, -2.5594, -0.0750)
H (3.8958, -2.3335, 2.4588)
H (2.0887, -2.9007, 2.7469)
H (0.2996, -1.5352, 2.1655)
H (-0.6439, 0.9696, 1.5896)
H (3.2485, 4.3453, 0.9624)
H (2.2971, 6.7307, 0.1416)
H (0.1962, 8.2605, -0.3170)
H (-1.4677, 7.3526, -0.3783)
H (-1.3695, 7.2820, -2.8057)
H (0.1144, 6.2071, -2.6517)
H (0.6493, 7.9820, -3.8990)
H (-1.8391, 5.1045, -0.4743)
H (-1.0714, 2.6278, 0.3268)
H (3.8867, 2.1714, 0.7626)
H (4.5317, -0.3616, 1.3468)